20
Properties=species:S:1:pos:R:3:forces:R:3:mulliken_charge:R:1 method="wB97M-V/def2-TZVPD" energy_ev=-9392.5069 total_charge=0 relative_energy_ev=4.3429
C -0.17103 0.36502 0.59464 -0.577 -0.937 -0.779 1.3905
C -1.38869 1.12657 1.06080 0.067 0.019 0.030 -1.7572
C 0.39279 -0.56915 1.64708 -0.026 0.028 0.008 -1.7489
C 0.81381 1.13635 -0.17760 0.295 -0.062 -0.398 -1.0171
C -1.12279 -0.81161 -0.77449 1.050 0.628 0.746 0.1822
N -2.27116 -0.76703 -1.02242 -0.334 -0.008 -0.119 -0.6905
H -1.09953 1.82495 1.85567 0.010 -0.017 -0.034 0.4440
H 0.66856 -0.00474 2.54679 0.000 0.003 -0.045 0.4285
H 0.52760 2.17642 -0.33110 -0.016 -0.037 -0.015 0.3461
H 0.96214 0.70210 -1.23092 -0.100 0.117 0.249 0.0408
H 1.83493 1.08436 0.20842 -0.072 0.074 0.162 0.3377
H -2.15326 0.45605 1.45249 0.044 -0.024 -0.051 0.3964
H -1.83799 1.69159 0.24542 0.019 -0.023 -0.003 0.4355
H -0.33933 -1.31935 1.95307 0.004 0.022 -0.026 0.3351
H 1.29932 -1.07840 1.30915 -0.003 0.010 0.005 0.4627
C 0.87343 -0.91206 -2.20053 -0.743 -0.656 0.574 -0.5610
N 0.11408 -1.49705 -1.28730 0.389 0.549 -0.492 -0.0679
H 0.59554 -2.02265 -0.56799 0.021 0.094 0.035 0.3068
H 0.37394 -0.43421 -3.03245 -0.025 0.098 0.043 0.3872
H 1.92764 -1.14716 -2.24873 -0.002 0.121 0.112 0.3489

20
Properties=species:S:1:pos:R:3:forces:R:3:mulliken_charge:R:1 method="wB97M-V/def2-TZVPD" energy_ev=-9394.1856 smiles=Cc1c[nH]cn1.CC total_charge=0 relative_energy_ev=2.6641
C -1.89943 -0.72589 -1.22703 -1.438 -2.152 1.795 -0.7161
C -1.12087 -2.05337 -1.07187 -2.342 -1.446 -3.674 -0.6748
H -1.16263 -0.06842 -1.34483 2.877 3.377 -0.086 0.2134
H -2.46367 -0.57113 -2.13722 -0.755 -0.604 0.189 0.3711
H -2.41701 -0.49388 -0.26045 -0.024 0.023 -1.206 0.1824
H -0.07523 -1.89828 -1.08206 1.170 0.297 -0.571 0.1391
H -1.25624 -2.51384 -0.09959 -0.762 -0.692 -0.295 0.2609
H -1.46183 -2.71748 -2.16841 1.298 1.234 3.880 0.2202
C 2.35354 0.67121 -0.58909 0.279 0.803 0.158 -1.2309
C -0.26685 2.00288 1.55443 3.023 -0.879 -2.420 -0.3172
C 1.20872 0.90394 0.28598 -2.383 -2.162 4.178 0.5926
C 0.78079 0.09470 1.37351 0.922 -1.889 1.544 -0.2560
N 0.58293 2.08449 0.46145 -2.550 1.102 1.518 -0.6440
N -0.08398 0.82368 2.21851 2.621 1.615 -4.881 -0.1092
H -0.92719 2.77285 1.82074 -0.649 0.751 0.437 0.4710
H -0.70036 0.36023 2.77109 -2.080 -1.186 2.177 0.2305
H 1.09472 -0.90931 1.89741 -0.362 1.926 -1.851 0.2831
H 3.10581 1.10069 0.11615 0.773 -1.430 -1.116 0.2914
H 2.30276 1.40504 -1.34234 -0.100 1.134 -1.108 0.3889
H 2.40601 -0.26810 -1.17637 0.482 0.178 1.334 0.3035